[1]
The following is a DFT calculation (the ωB97M-V functional and the def2-TZVPD basis) of a molecular structure, C37H36CdN5O9S2Se at a distorted geometry.

As for the relative energy (zero: lowest compared OMol25 entry of this formula, charge and spin): 181.93 kJ/mol. The orbital gap comes out at 7.6059 eV.

Structure (ORCA input):
```
! RIJCOSX wB97M-V def2-TZVPD def2/J DEFGRID3
* xyz -1 1
Cd 0.4887 1.2650 -2.4881
O -3.7348 2.0144 0.9019
C -3.3886 3.1647 1.5839
C -2.2086 2.9766 2.5157
C -0.9932 2.6016 1.9891
C 0.0214 2.2026 2.9005
C -0.1720 2.2602 4.2985
C -1.4014 2.7187 4.6584
N -2.4249 3.0010 3.8367
H -3.2439 2.0945 0.0352
H -4.2829 3.3732 2.1945
H -3.2108 4.0194 0.9257
H -0.8550 2.6642 0.9248
H 0.9426 1.8100 2.5043
H 0.5504 1.8593 4.9817
H -1.6783 2.8492 5.7472
O 1.0168 -0.1495 -4.4221
N 1.0688 -1.3740 -4.2446
N 1.0807 -1.7705 -3.0428
O 0.9679 -1.0877 -1.9405
C 1.1190 -3.2947 -2.9239
C 0.6636 -4.0450 -3.9454
C 0.5363 -5.4225 -3.7272
C 0.8800 -6.0278 -2.5117
C 1.5073 -5.2396 -1.5039
C 1.6032 -3.8589 -1.7058
H 0.3758 -3.6376 -4.9307
H 0.0227 -6.0600 -4.4772
H 0.6549 -7.0226 -2.3327
H 1.7713 -5.7475 -0.5539
H 1.9832 -3.0675 -0.9992
O -0.8430 4.9615 -0.7230
Se -1.0723 3.8005 -1.8174
O 0.2520 3.5313 -2.8375
O -1.1626 2.3189 -1.0200
O -2.3952 3.9723 -2.7562
S 4.9456 3.2899 2.3821
C 3.9742 2.8507 0.9151
C 4.3959 1.9633 -0.0602
C 3.4413 1.4515 -0.9922
N 2.2154 2.0069 -1.0380
C 1.8235 2.9940 -0.1624
C 2.7060 3.3588 0.8225
C 5.8368 1.8406 2.8511
C 5.4424 0.5438 2.5098
C 6.2675 -0.4761 2.8831
N 7.3927 -0.3471 3.5968
C 7.7651 0.8990 3.9265
C 7.0392 2.0070 3.5088
H 5.2784 1.4240 0.0524
H 3.7127 0.6582 -1.6689
H 0.9041 3.4665 -0.2917
H 2.2891 4.1040 1.5053
H 4.5362 0.3596 1.9503
H 6.0782 -1.5245 2.5916
H 8.7377 1.1662 4.3550
H 7.5143 2.9060 3.7204
C -1.7951 1.9968 -5.3312
C -2.4351 1.3162 -4.2244
C -3.9478 1.4729 -4.1516
O -1.8055 0.7372 -3.3533
H -2.3618 1.5836 -6.2053
H -0.6678 1.8373 -5.4416
H -2.0173 3.0443 -5.3154
H -4.1309 2.6035 -3.9215
H -4.2850 0.9549 -3.2778
H -4.5427 1.2891 -5.0822
O -0.0954 -3.8194 1.2940
S -0.4706 -2.4509 0.8628
C -1.4253 -1.9037 2.3125
C -1.5850 -2.8065 3.3362
C -2.2130 -2.4581 4.4707
C -2.7161 -1.1645 4.5652
C -2.6311 -0.2545 3.4888
C -1.9043 -0.6013 2.3594
C -1.8438 -2.5858 -0.3082
C -2.3033 -1.5328 -1.0690
C -3.3785 -1.6912 -1.8980
C -3.9939 -2.9453 -1.9810
C -3.5899 -4.0495 -1.1978
C -2.4166 -3.8331 -0.4334
H -1.3572 -3.8487 3.2135
H -2.3277 -3.1804 5.2883
H -3.2328 -0.9825 5.4565
H -2.9318 0.7038 3.5379
H -1.7692 0.0766 1.5958
H -1.7734 -0.5873 -1.0136
H -3.7895 -0.9341 -2.5285
H -4.9341 -3.0401 -2.4081
H -4.2087 -4.9371 -1.1429
H -1.8553 -4.6052 0.0512
*
```

These are the Löwdin partial charges, in e, on atoms 1 to 5:
1 Cd 1.426
2 O -0.061
3 C -0.232
4 C -0.266
5 C -0.016

=====

[2]
The following is a DFT calculation (the ωB97M-V functional and the def2-TZVPD basis) of a molecular structure, C37H36FN2O5STl.

As for the relative energy (zero: lowest compared OMol25 entry of this formula, charge and spin): 19.61 kJ/mol. The orbital gap comes out at 4.7389 eV.

Structure (ORCA input):
```
! RIJCOSX wB97M-V def2-TZVPD def2/J DEFGRID3
* xyz -2 1
Tl -0.1689 0.7212 0.5267
C 4.4061 1.9493 1.2751
O 5.1214 1.0128 0.4828
C 4.6493 -0.2833 0.4156
C 5.6124 -1.2616 0.3451
C 5.2628 -2.6128 0.2329
C 3.9240 -2.9406 0.2027
C 2.9111 -1.9736 0.2696
C 1.5453 -2.4828 0.2174
N 0.4388 -1.8442 0.2521
N -0.6622 -2.6929 0.3160
C -1.8147 -2.1029 0.1213
O -2.0760 -0.9277 -0.2826
C -2.9927 -2.9953 0.4358
C -4.1790 -2.4046 0.8663
C -5.2892 -3.1786 1.1771
C -5.2324 -4.5607 1.0463
C -4.0516 -5.1578 0.6207
C -2.9377 -4.3825 0.3285
C 3.2415 -0.5804 0.3745
O 2.3776 0.3514 0.4015
H 5.1122 2.7564 1.4846
H 4.0748 1.5024 2.2165
H 3.5329 2.3432 0.7605
H 6.6518 -0.9517 0.3765
H 6.0300 -3.3765 0.1837
H 3.6304 -3.9838 0.1220
H 1.4721 -3.5752 0.1655
H -4.1976 -1.3255 0.9560
H -6.1990 -2.7033 1.5271
H -6.0991 -5.1681 1.2828
H -4.0004 -6.2369 0.5258
H -2.0039 -4.8333 0.0194
O -1.3233 3.8819 0.5142
S -2.6963 4.2956 0.1570
C -2.9271 3.6324 -1.5850
C -3.9815 2.6093 -1.8258
C -5.2882 2.9857 -2.1359
C -6.2832 2.0302 -2.2828
C -5.9795 0.6826 -2.1294
C -4.6745 0.2993 -1.8468
C -3.6807 1.2546 -1.6898
C -3.8333 3.1959 1.0740
C -3.4411 2.9988 2.5185
C -3.8958 1.8452 3.1549
C -3.5431 1.5679 4.4652
C -2.7133 2.4375 5.1584
C -2.2670 3.5933 4.5390
C -2.6339 3.8793 3.2303
H -1.9224 3.2409 -1.7481
H -3.0868 4.5351 -2.1750
H -5.5259 4.0386 -2.2534
H -7.2973 2.3367 -2.5128
H -6.7585 -0.0646 -2.2250
H -4.4164 -0.7457 -1.7313
H -2.6746 0.9315 -1.4372
H -3.8589 2.2281 0.5746
H -4.8192 3.6603 0.9731
H -4.5145 1.1468 2.6017
H -3.8801 0.6501 4.9304
H -2.3824 2.1920 6.1599
H -1.5947 4.2613 5.0634
H -2.2546 4.7763 2.7599
C 2.3152 2.0572 -2.4059
C 1.3378 3.2192 -2.4103
O 1.4143 4.0317 -1.2493
H 3.3495 2.4100 -2.3799
H 2.1693 1.4561 -3.3092
H 2.1520 1.4251 -1.5305
H 0.3188 2.8290 -2.5242
H 1.5387 3.8859 -3.2550
H 1.0240 3.5246 -0.5213
F -0.1108 -0.6805 7.0574
C -0.1647 -0.4461 5.7017
C 0.7874 0.3650 5.1228
C 0.6989 0.6017 3.7488
C -0.3051 0.0663 2.9316
C -1.2238 -0.7580 3.5923
C -1.1709 -1.0281 4.9619
H 1.5787 0.7899 5.7319
H 1.4641 1.2357 3.3001
H -2.0241 -1.2325 3.0251
H -1.8951 -1.6733 5.4492
*
```

These are the Löwdin partial charges, in e, on atoms 1 to 5:
1 Tl 0.831
2 C -0.095
3 O -0.112
4 C -0.223
5 C -0.058

=====

[3]
The following is a DFT calculation (the ωB97M-V functional and the def2-TZVPD basis) of a molecular structure, C37H36GeIN8OSbSn at a distorted geometry.

As for the relative energy (zero: lowest compared OMol25 entry of this formula, charge and spin): 0.00 kJ/mol. The orbital gap comes out at 7.0973 eV.

Structure (ORCA input):
```
! RIJCOSX wB97M-V def2-TZVPD def2/J DEFGRID3
* xyz 0 1
Sn 13.2213 13.0225 11.2237
I 13.2978 16.3365 12.2816
C 12.4243 17.2272 10.5207
C 12.0460 18.5388 10.7778
C 10.9915 19.0770 10.0384
C 10.3709 18.3335 9.0500
C 10.9008 17.0604 8.6499
C 10.3541 16.3985 7.5198
C 11.0049 15.2929 6.9961
C 12.1414 14.7630 7.6372
C 12.6060 15.2247 8.8846
C 12.0014 16.4753 9.3843
H 12.3883 19.0770 11.6648
H 10.6539 20.0913 10.2338
H 9.5113 18.6615 8.5273
H 9.4561 16.7850 7.0152
H 10.6357 14.8371 6.0842
H 12.7334 13.9500 7.1610
C 9.7649 7.6314 16.8226
C 9.6343 8.9104 17.3903
C 9.9924 10.0527 16.6615
C 10.5931 9.8815 15.4105
C 10.7871 8.5924 14.8947
C 10.3137 7.4974 15.5550
Sb 11.2849 11.5304 14.1924
C 12.1399 12.4504 15.9392
C 12.8427 11.6941 16.8671
C 13.6377 12.3323 17.8132
C 13.6001 13.7337 17.9251
C 12.7779 14.4701 17.0986
C 12.0825 13.8400 16.0863
C 9.2551 12.4405 14.2908
C 9.0532 13.7927 14.2130
C 7.7706 14.3332 14.1361
C 6.6391 13.5388 14.1682
C 6.8747 12.1602 14.2135
C 8.1559 11.6205 14.2995
H 9.4337 6.7079 17.3176
H 9.1987 8.9514 18.4279
H 9.8588 11.0551 17.0908
H 11.2791 8.4929 13.9496
H 10.4372 6.4916 15.1135
H 12.7455 10.6024 16.8569
H 14.2406 11.7825 18.5823
H 14.1535 14.2253 18.7653
H 12.6529 15.5248 17.2751
H 11.4336 14.4197 15.4702
H 9.8915 14.4925 14.0632
H 7.6764 15.4493 14.1134
H 5.6087 13.8663 14.1594
H 5.9977 11.5127 14.1681
H 8.2374 10.5508 14.4324
N 8.9195 13.0605 9.8042
C 10.1688 12.6683 10.0174
O 11.0288 13.2963 10.7516
C 10.5715 11.3907 9.3741
C 11.9131 11.0986 9.3645
N 13.0907 11.1687 9.5309
C 9.6438 10.6731 8.5530
N 8.8640 10.1504 7.8558
H 8.5836 13.9327 10.2156
H 8.3446 12.4914 9.1926
N 17.0584 15.0217 14.8762
N 16.5498 13.7860 14.4936
N 16.0272 12.8679 15.3062
C 15.6659 11.9023 14.4558
N 15.8762 12.2846 13.1414
N 16.4347 13.5181 13.1756
H 17.3659 14.9452 15.8574
H 17.7957 15.2394 14.1614
H 15.2883 10.9395 14.7858
C 16.1396 16.6320 10.3985
Ge 15.5591 15.1076 9.3424
C 16.7016 13.5604 9.8863
C 15.5989 15.4141 7.4254
C 13.7035 14.4023 9.4780
H 17.1647 16.8942 10.2478
H 16.0247 16.4132 11.4482
H 15.4567 17.5229 10.2219
H 17.5663 13.3682 9.2051
H 16.1204 12.6368 10.0651
H 17.0974 13.9296 10.8685
H 16.6246 15.6701 7.1237
H 14.9425 16.2767 7.1832
H 15.3134 14.6034 6.7626
H 13.8516 13.4932 8.8757
*
```

These are the Löwdin partial charges, in e, on atoms 1 to 5:
1 Sn 1.030
2 I 0.963
3 C -0.524
4 C -0.187
5 C -0.087

=====

[4]
The following is a DFT calculation (the ωB97M-V functional and the def2-TZVPD basis) of a molecular structure, C37H36N6O3PPb.

As for the relative energy (zero: lowest compared OMol25 entry of this formula, charge and spin): 0.00 kJ/mol. The orbital gap comes out at 6.6594 eV.

Structure (ORCA input):
```
! RIJCOSX wB97M-V def2-TZVPD def2/J DEFGRID3
* xyz 3 1
Pb 1.5890 -0.1959 5.7626
C 0.2585 -0.2063 8.8739
C -0.5710 -1.4690 8.6994
C -1.2296 -1.6812 7.3633
C -2.4665 -2.3109 7.3043
C -3.0694 -2.5359 6.0806
C -2.4218 -2.1182 4.9263
C -1.2000 -1.4994 5.0591
N -0.6066 -1.2812 6.2451
N 1.6096 -0.1779 8.2415
C 2.4586 -1.2787 8.7438
C 3.7757 -1.3483 8.0137
C 4.9340 -1.7854 8.6282
C 6.0952 -1.8802 7.8736
C 6.0648 -1.5282 6.5323
C 4.8702 -1.0915 5.9951
N 3.7490 -1.0036 6.7218
C 2.2433 1.1128 8.6095
C 1.6072 2.2757 7.8969
C 1.4283 3.5075 8.4968
C 0.8940 4.5460 7.7464
C 0.5474 4.3206 6.4224
C 0.7477 3.0604 5.8959
N 1.2675 2.0608 6.6195
H 0.3983 -0.0398 9.9474
H -0.2960 0.6504 8.4865
H -1.3615 -1.4134 9.4490
H -0.0063 -2.3653 8.9663
H -2.9503 -2.6188 8.2214
H -4.0321 -3.0264 6.0273
H -2.8518 -2.2691 3.9470
H -0.6624 -1.1627 4.1775
H 1.9355 -2.2228 8.5911
H 2.6259 -1.1700 9.8201
H 4.9289 -2.0487 9.6775
H 7.0146 -2.2214 8.3303
H 6.9487 -1.5861 5.9139
H 4.7999 -0.8007 4.9534
H 3.3002 1.0717 8.3372
H 2.1921 1.2562 9.6927
H 1.7044 3.6536 9.5323
H 0.7467 5.5201 8.1932
H 0.1275 5.1037 5.8081
H 0.4888 2.8360 4.8679
N 1.3982 -1.2518 -7.2542
C 0.4504 -1.9076 -8.0117
C 0.7941 -3.0816 -8.6899
C -0.1145 -3.7325 -9.4964
C -1.4127 -3.2498 -9.6549
C -1.7744 -2.0931 -9.0065
C -0.8541 -1.4001 -8.1972
P -1.3829 0.1653 -7.5819
C -3.1457 0.3164 -7.6224
C -3.7629 1.0757 -8.6157
C -5.1475 1.1095 -8.6828
C -5.9037 0.3932 -7.7672
C -5.2863 -0.3700 -6.7817
C -3.9068 -0.4180 -6.7092
C -0.5753 1.5281 -8.3781
C -1.0094 2.8469 -8.1847
C -0.3838 3.8768 -8.8619
C 0.6645 3.6033 -9.7329
C 1.0888 2.2982 -9.9364
C 0.4718 1.2571 -9.2644
H 1.0928 -0.7738 -6.4237
H 2.2738 -1.7357 -7.1390
H 1.7927 -3.4820 -8.5662
H 0.1875 -4.6390 -10.0042
H -2.1235 -3.7710 -10.2793
H -2.7759 -1.7029 -9.1299
H -3.1732 1.6279 -9.3352
H -5.6334 1.6940 -9.4518
H -6.9836 0.4236 -7.8233
H -5.8836 -0.9322 -6.0772
H -3.4235 -1.0267 -5.9543
H -1.8351 3.0651 -7.5233
H -0.7195 4.8944 -8.7176
H 1.1455 4.4136 -10.2644
H 1.8949 2.0881 -10.6255
H 0.7958 0.2407 -9.4362
O -0.9144 0.0179 -5.9910
N -1.1359 1.0957 -5.0551
O -1.8589 1.9643 -5.4273
O -0.5566 0.9335 -4.0376
*
```

These are the Löwdin partial charges, in e, on atoms 1 to 5:
1 Pb 1.503
2 C -0.151
3 C -0.099
4 C -0.253
5 C 0.015

=====

[5]
The following is a DFT calculation (the ωB97M-V functional and the def2-TZVPD basis) of a molecular structure, C37H36N6O5P2Se2Ti at a distorted geometry.

As for the relative energy (zero: lowest compared OMol25 entry of this formula, charge and spin): 313.76 kJ/mol. The orbital gap comes out at 3.7567 eV.

Structure (ORCA input):
```
! RIJCOSX wB97M-V def2-TZVPD def2/J DEFGRID3
* xyz 2 1
Ti -0.9269 2.5019 -0.8692
C 0.4169 3.8776 -3.0390
C 0.5313 4.7988 -1.7924
O 0.2739 4.0183 -0.5593
C -0.1215 4.7371 0.6824
C -1.6249 4.6144 0.9301
O -1.9958 3.2376 0.6010
C -3.4383 2.9009 0.4204
C -3.6813 1.8529 -0.7157
O -2.4805 1.5579 -1.5727
C -2.6202 1.6851 -3.0377
C -1.2529 2.0221 -3.6878
O -0.3505 2.6626 -2.7300
H 1.3962 3.5537 -3.3596
H -0.0740 4.4314 -3.8222
H -0.1873 5.5965 -1.8456
H 1.5363 5.1941 -1.7351
H 0.1659 5.7762 0.6235
H 0.4340 4.2588 1.4740
H -2.1923 5.2973 0.3246
H -1.8237 4.8007 1.9761
H -3.9505 3.8097 0.1809
H -3.7888 2.4863 1.3489
H -4.4643 2.2250 -1.3630
H -3.9716 0.9178 -0.2762
H -3.3422 2.4557 -3.2499
H -2.9712 0.7396 -3.4242
H -1.4213 2.6796 -4.5307
H -0.7580 1.1224 -4.0168
Se -2.1940 -2.7472 4.0630
P -0.7442 -2.6411 2.5612
C -0.9893 -3.8519 1.2465
C -0.9274 -5.2026 1.5910
C -1.2107 -6.1734 0.6427
C -1.5813 -5.8059 -0.6461
C -1.6709 -4.4635 -0.9871
C -1.3737 -3.4866 -0.0438
C 0.9135 -2.8912 3.2376
C 1.3341 -2.0133 4.2397
C 2.5083 -2.2651 4.9331
C 3.2623 -3.3996 4.6472
C 2.8480 -4.2788 3.6596
C 1.6746 -4.0257 2.9548
C -0.7982 -0.9995 1.6560
C -0.0870 -0.2899 0.7081
N -0.8030 0.8686 0.4453
N -1.9034 0.8324 1.2315
N -1.9162 -0.2419 1.9316
P 1.4795 -0.4950 -0.1313
Se 1.5896 1.3068 -1.3089
C 1.4970 -1.9415 -1.1607
C 1.3737 -1.8336 -2.5463
C 1.3669 -2.9844 -3.3192
C 1.4891 -4.2299 -2.7128
C 1.6250 -4.3320 -1.3332
C 1.6330 -3.1873 -0.5551
C 2.8134 -0.5098 1.0481
C 2.8199 0.5030 2.0151
C 3.9061 0.6393 2.8583
C 4.9886 -0.2294 2.7358
C 4.9805 -1.2338 1.7804
C 3.8939 -1.3786 0.9256
H -0.6844 -5.4922 2.6071
H -1.1637 -7.2210 0.9158
H -1.8176 -6.5694 -1.3796
H -1.9742 -4.1774 -1.9891
H -1.4464 -2.4407 -0.3186
H 0.7127 -1.1658 4.5079
H 2.8218 -1.5907 5.7235
H 4.1656 -3.6084 5.2134
H 3.4232 -5.1751 3.4491
H 1.3298 -4.7471 2.2223
H 1.2995 -0.8596 -3.0133
H 1.2806 -2.9107 -4.3967
H 1.4860 -5.1278 -3.3211
H 1.7230 -5.3050 -0.8627
H 1.7507 -3.2605 0.5125
H 1.9796 1.1848 2.0984
H 3.9163 1.4207 3.6102
H 5.8443 -0.1204 3.3944
H 5.8260 -1.9068 1.6897
H 3.9084 -2.1460 0.1607
O -2.0060 4.0766 -1.8585
N -3.1809 4.6511 -1.7588
C -3.4636 5.4546 -2.7204
C -4.7437 6.1216 -2.6633
N -5.7645 6.6513 -2.6105
C -2.5490 5.6598 -3.8310
N -1.7876 5.7743 -4.6837
*
```

These are the Löwdin partial charges, in e, on atoms 1 to 5:
1 Ti 1.138
2 C -0.084
3 C -0.054
4 O -0.309
5 C -0.032